Density functional theory data (ωB97M-V/def2-TZVPD) for a single C25H31N3O2 molecule.

Structure (ORCA input):
```
! RIJCOSX wB97M-V def2-TZVPD def2/J DEFGRID3
* xyz 0 1
C -5.053 -1.868 -3.022
H -5.537 -2.749 -2.591
O -4.857 -0.862 -2.058
C -4.078 -1.142 -0.970
C -3.426 -2.351 -0.757
C -2.618 -2.525 0.354
C -2.468 -1.522 1.300
C -3.164 -0.336 1.105
C -3.941 -0.124 -0.020
C -4.532 1.249 -0.239
N -3.463 2.216 -0.249
C -2.570 2.425 -1.235
C -1.639 3.315 -0.750
C -2.058 3.576 0.560
N -3.154 2.899 0.848
H -1.613 4.221 1.291
H -0.788 3.717 -1.261
H -2.661 1.943 -2.188
H -5.201 1.518 0.582
H -5.073 1.282 -1.186
H -3.093 0.461 1.831
C -1.479 -1.644 2.432
N -0.189 -1.029 2.143
C 0.488 -1.616 1.004
C 1.934 -1.127 0.965
H 2.471 -1.615 0.150
H 2.408 -1.425 1.902
C 2.031 0.400 0.846
C 1.169 0.999 1.969
C -0.241 0.414 2.019
H -0.756 0.814 2.897
H -0.807 0.732 1.128
H 1.655 0.794 2.924
H 1.096 2.081 1.847
C 1.521 0.913 -0.518
O 2.070 0.280 -1.646
H 1.868 -0.660 -1.601
H 0.425 0.843 -0.553
H 1.785 1.969 -0.622
C 3.492 0.862 1.073
C 4.470 0.377 0.041
C 4.795 1.162 -1.057
C 5.690 0.713 -2.010
C 6.284 -0.530 -1.876
C 5.983 -1.315 -0.776
C 5.087 -0.862 0.175
H 4.871 -1.476 1.038
H 6.451 -2.282 -0.656
H 6.984 -0.883 -2.619
H 5.928 1.335 -2.860
H 4.339 2.134 -1.171
H 3.808 0.509 2.058
H 3.499 1.954 1.089
H 0.482 -2.703 1.127
H -0.025 -1.383 0.053
H -1.873 -1.164 3.332
H -1.291 -2.699 2.655
H -2.097 -3.463 0.480
H -3.522 -3.161 -1.463
H -4.110 -2.163 -3.494
H -5.708 -1.430 -3.773
*
```

Results
HOMO (eV): -8.37
LUMO (eV): 0.6
Electronic energy (eV): -34992.9279
Energy above the lowest of the compared OMol25 structures with the same formula, charge and spin (kcal/mol): 58.3
Kohn-Sham gap (eV): 8.99